C3H4NOP | the ωB97M-V functional and the def2-TZVPD basis

```
! wB97M-V def2-TZVPD RIJCOSX def2/J DEFGRID3
* xyz 0 1
C 1.34771 -0.96034 -0.01389
C -0.21292 1.22099 -0.07884
C 0.07828 -1.44003 0.12654
N 2.42895 -0.60103 -0.07330
O -2.56412 -0.22553 -0.16202
P -1.14549 -0.27515 -0.18166
H 0.21384 1.39033 0.96649
H 0.67540 1.24470 -0.57984
H -0.82327 2.10073 -0.36336
H 0.00162 -2.45467 0.35989
*
```

Properties
Kohn-Sham gap ... 8.9 eV
HOMO ... -9.477 eV
LUMO ... -0.553 eV
Energy above the lowest of the compared OMol25 structures with the same formula, charge and spin ... 33.2 kJ/mol